# C42H32BrCo2O7P

C42H32BrCo2O7P as an isolated structure in a non-equilibrium geometry (ωB97M-V/def2-TZVPD, the OMol25 dataset).

Structure (XYZ):
```
85
Properties=species:S:1:pos:R:3:mulliken_charge:R:1
C -4.372 5.796 0.042 -1.23
C -2.966 6.328 0.081 -0.19
O -2.084 5.259 -0.317 -0.26
C -0.792 5.699 -0.286 0.61
C 0.194 4.712 -0.673 -1.47
C 1.566 4.973 -0.577 1.07
C 2.087 6.261 -0.211 -0.59
C 3.447 6.500 -0.111 -0.46
C 4.363 5.464 -0.366 0.04
Br 6.210 5.791 -0.222 -0.30
C 3.891 4.185 -0.711 -0.45
C 2.531 3.935 -0.825 -0.72
O -0.566 6.866 0.074 -0.78
H -5.071 6.591 0.326 0.39
H -4.649 5.443 -0.960 0.29
H -4.506 4.969 0.758 0.28
H -2.868 7.178 -0.612 0.29
H -2.721 6.671 1.098 0.29
H -0.164 3.767 -1.059 0.47
H 1.373 7.053 -0.003 0.52
H 3.808 7.485 0.170 0.36
H 4.600 3.384 -0.888 0.40
H 2.154 2.947 -1.090 0.52
O -4.045 -1.216 -2.724 -0.44
C -3.004 -1.446 -2.258 -0.09
Co -1.447 -1.624 -1.466 0.73
C -0.532 -0.290 -2.138 -0.14
O -0.022 0.671 -2.554 -0.35
C -2.414 -1.050 -0.125 0.68
O -3.170 -0.614 0.643 -0.45
C -1.128 -3.313 -1.118 -0.23
C -0.438 -2.875 -2.305 1.40
C -0.081 -3.383 -3.539 -2.42
C 0.281 -2.555 -4.651 0.81
C -0.195 -2.835 -5.966 -0.87
C -0.087 -1.868 -6.961 -0.23
C 0.529 -0.634 -6.681 -0.62
C 1.140 -0.421 -5.438 -0.39
C 1.078 -1.400 -4.464 -0.54
Co 0.535 -2.733 -0.685 0.57
C 1.780 -1.545 -0.921 0.12
O 2.577 -0.699 -1.007 -0.54
C 1.280 -4.310 -0.454 -0.12
O 1.719 -5.339 -0.147 -0.48
P 0.089 -2.264 1.360 1.83
C -0.046 -0.564 2.029 0.25
C -0.068 -0.387 3.422 -0.70
C -0.206 0.897 3.956 -0.72
C -0.258 2.004 3.100 -0.82
C -0.133 1.830 1.716 -0.46
C -0.043 0.542 1.174 -0.23
C -1.349 -3.164 2.060 0.15
C -2.303 -2.542 2.871 -0.71
C -3.410 -3.264 3.319 -0.64
C -3.554 -4.612 2.974 -0.66
C -2.587 -5.241 2.184 -0.74
C -1.485 -4.519 1.718 -0.39
C 1.455 -2.883 2.424 0.79
C 1.239 -3.773 3.483 -0.22
C 2.313 -4.143 4.298 -0.66
C 3.586 -3.616 4.062 -0.58
C 3.801 -2.743 2.989 -0.75
C 2.737 -2.379 2.164 -0.45
H -1.663 -4.219 -0.929 0.66
H -0.138 -4.470 -3.646 0.30
H -0.714 -3.776 -6.151 0.34
H -0.505 -2.057 -7.957 0.33
H 0.562 0.149 -7.432 0.35
H 1.656 0.515 -5.209 0.39
H 1.628 -1.311 -3.522 0.52
H 0.002 -1.254 4.084 0.56
H -0.272 1.023 5.037 0.37
H -0.386 3.008 3.511 0.41
H -0.115 2.695 1.051 0.57
H 0.030 0.401 0.088 -0.14
H -2.173 -1.510 3.188 0.45
H -4.160 -2.760 3.929 0.38
H -4.432 -5.168 3.310 0.32
H -2.680 -6.295 1.916 0.42
H -0.731 -5.015 1.099 0.29
H 0.241 -4.154 3.693 0.27
H 2.141 -4.842 5.117 0.39
H 4.419 -3.898 4.709 0.34
H 4.795 -2.340 2.789 0.40
H 2.896 -1.682 1.338 0.35
```

As for the net charge: -2. Its spin multiplicity is 1. For the HOMO energy, the calculation gives -0.849 eV. The calculation puts the largest force on an atom at 4.67 eV/A.